The ion C5H6N with charge +1 at a distorted geometry, computed with ωB97M-V/def2-TZVPD.

Atoms and positions in Å:
C  1.02026  -1.66647  1.14791
N  0.88110  -0.43436  1.03764
C  0.92463  0.83322  0.75430
C  -0.04830  1.10423  -0.16428
C  -1.06217  0.29203  -0.38757
C  -0.83212  1.29883  -1.46545
H  0.62658  -2.25779  2.04340
H  1.59127  -2.32234  0.39744
H  1.54996  1.51633  1.14973
H  -1.73169  -0.49356  -0.09364
H  -1.52094  2.17023  -1.53449
H  -0.33147  1.06529  -2.38373

Computed properties:
- gap between HOMO and LUMO (eV) = 8.6
- HOMO (eV) = -14.245
- total charge = +1
- E_LUMO (eV) = -5.69
- energy relative to the best compared isomer or geometry (same formula, charge and spin) (kJ/mol) = 500.7
- calculated total energy (eV) = -6759.9885
- SMILES string = C=[N+]=CC1=CC1



An isolated molecule of CH2FPS at a distorted geometry, computed with ωB97M-V/def2-TZVPD.

Atoms and positions in Å:
F  1.74739  1.23599  -0.02471
P  0.33668  0.32687  0.02339
C  -1.21988  -0.42623  0.19842
S  -2.70438  -0.15250  0.13564
H  0.80254  -0.38374  -1.12054
H  1.03766  -0.60038  0.78780

Computed properties:
- gap between HOMO and LUMO (eV) = 7.7
- HOMO (eV) = -8.781
- E_LUMO (eV) = -1.08
- energy relative to the best compared isomer or geometry (same formula, charge and spin) (kJ/mol) = 238.7
- calculated total energy (eV) = -23908.2653
- SMILES string = F[PH2]=C=S



A structure of composition C58H53N6S3Ti at a distorted geometry, computed with ωB97M-V/def2-TZVPD.

Atoms and positions in Å:
Ti  -0.05056  0.03813  0.25202
C  -0.69754  3.28172  -2.53334
C  -0.04293  3.81523  -1.26246
C  -1.06026  4.58445  -0.42809
C  0.73588  2.78314  -0.45820
C  1.91329  2.23564  -0.98402
C  2.79979  1.52026  -0.19669
C  2.54907  1.29516  1.15782
C  3.55603  0.63184  2.04624
C  1.33477  1.74759  1.66861
C  0.44031  2.48001  0.87425
H  -1.05064  4.12066  -3.13400
H  -1.55504  2.65180  -2.29986
H  -0.00629  2.69817  -3.14350
H  0.73116  4.52380  -1.57926
H  -1.89672  3.94242  -0.13416
H  -1.47707  5.40010  -1.01782
H  -0.62218  5.01488  0.47355
H  2.15759  2.42685  -2.02305
H  3.71445  1.14189  -0.63683
H  4.23148  1.38154  2.46389
H  4.16262  -0.08774  1.49681
H  3.07015  0.12337  2.87863
H  1.08779  1.55646  2.70566
H  -0.45555  2.88526  1.32540
C  -1.29852  -1.34165  5.06071
C  -1.05218  0.06055  4.59182
C  -1.51092  0.59383  3.46139
C  -2.22918  -0.14227  2.41952
C  -2.75837  -1.36718  2.48733
C  -2.63779  -2.29726  3.64485
N  -2.01771  0.32887  1.08284
N  -3.03806  0.40411  0.36464
C  -2.72135  0.43853  -1.00629
C  -3.77196  0.61494  -1.90407
C  -3.50081  0.49805  -3.25547
C  -2.20753  0.18305  -3.66833
C  -1.18211  0.01386  -2.74718
C  -1.40442  0.14760  -1.37577
H  -0.81621  -1.51826  6.01775
H  -0.53122  0.70576  5.29037
H  -1.32972  1.64472  3.26742
H  -3.11658  -1.79994  1.56079
H  -3.18912  -3.21999  3.47895
H  -4.76823  0.82083  -1.53345
H  -4.28749  0.63303  -3.98588
H  -2.00308  0.07159  -4.72677
H  -0.18945  -0.23380  -3.10962
N  1.12059  -1.17110  -0.87346
S  1.07996  -2.58212  -1.26748
N  1.50082  -3.71541  -0.15199
S  0.68439  -4.49820  0.90254
N  -0.19620  -3.83286  1.99850
S  0.15298  -2.39932  2.71515
N  0.23477  -1.28720  1.77629
C  -1.13538  -2.52821  4.04559
C  -0.95681  -3.85281  4.74739
C  -1.70555  -4.34154  5.74017
C  -2.85683  -3.72992  6.40082
C  -3.35865  -2.53255  6.10125
C  -2.84059  -1.63175  5.02891
C  1.69291  -2.58143  3.60253
C  1.80821  -2.73655  4.97787
C  3.07255  -2.82867  5.54294
C  4.20416  -2.78309  4.74274
C  4.07878  -2.62447  3.36934
C  2.82442  -2.50606  2.79589
C  1.93886  -5.49643  1.65684
C  3.23529  -5.52339  1.17231
C  4.15840  -6.33766  1.81316
C  3.77737  -7.10256  2.90592
C  2.46579  -7.07269  3.36795
C  1.53199  -6.26785  2.73965
C  -0.43396  -5.67149  0.18687
C  -1.74838  -5.76968  0.61306
C  -2.56569  -6.71747  0.01493
C  -2.06615  -7.54402  -0.98103
C  -0.73992  -7.44080  -1.38526
C  0.08876  -6.50286  -0.79590
C  -0.46009  -3.13176  -1.95336
C  -1.58703  -2.92234  -1.16661
C  -2.83695  -3.20441  -1.68768
C  -2.95336  -3.69085  -2.98420
C  -1.82101  -3.90224  -3.75719
C  -0.56109  -3.61956  -3.24744
C  2.30366  -2.94193  -2.49771
C  2.72702  -1.86127  -3.25621
C  3.66439  -2.07104  -4.25765
C  4.15985  -3.34578  -4.48930
C  3.72385  -4.42093  -3.72267
C  2.79055  -4.22351  -2.71915
H  -0.13151  -4.46755  4.41857
H  -1.41379  -5.31714  6.11225
H  -3.31154  -4.30124  7.19971
H  -4.20459  -2.16398  6.66882
H  -3.43092  -0.71989  4.98164
H  0.94500  -2.80696  5.61937
H  3.16763  -2.94444  6.61435
H  5.18558  -2.86193  5.19198
H  4.96169  -2.57739  2.74480
H  2.72099  -2.33047  1.73168
H  3.51851  -4.91025  0.32728
H  5.17887  -6.37190  1.45568
H  4.50476  -7.73343  3.39935
H  2.17073  -7.68220  4.21129
H  0.50238  -6.25044  3.07473
H  -2.11959  -5.12011  1.39339
H  -3.59525  -6.80987  0.33399
H  -2.71027  -8.28272  -1.43942
H  -0.35161  -8.09808  -2.15137
H  1.12982  -6.43401  -1.08637
H  -1.49112  -2.52827  -0.15996
H  -3.72292  -3.03211  -1.08919
H  -3.93252  -3.90139  -3.39454
H  -1.91541  -4.27617  -4.76806
H  0.31661  -3.76124  -3.86303
H  2.33037  -0.87501  -3.05254
H  4.00699  -1.23793  -4.85641
H  4.89216  -3.50545  -5.26961
H  4.11281  -5.41321  -3.90784
H  2.44836  -5.05186  -2.11483

Computed properties:
- gap between HOMO and LUMO (alpha / beta) (eV) = 7.4 / 7.5
- HOMO (alpha / beta) (eV) = -12.140 / -12.548
- expectation value of S² = 0.758
- total charge = +2
- E_LUMO (alpha / beta) (eV) = -4.79 / -5.05
- energy relative to the best compared isomer or geometry (same formula, charge and spin) (kJ/mol) = 268.8
- multiplicity = 2
- calculated total energy (eV) = -125547.0202



A cluster of 3 separate species, C4H12O4 in total at a distorted geometry, computed with ωB97M-V/def2-TZVPD.

Atoms and positions in Å:
C  1.33969  2.82056  -0.70186
O  2.46686  3.27599  -1.34496
C  1.37428  1.29961  -0.28987
C  -0.01987  0.72357  -0.08490
C  -0.01669  -0.77497  0.32433
O  -1.21387  -1.23232  0.83854
H  1.17645  3.46911  0.18722
H  0.41999  2.92048  -1.33007
H  1.94257  1.23841  0.63607
H  1.85998  0.82032  -1.13930
H  -0.60841  1.18123  0.71593
H  -0.56795  0.90601  -1.02087
H  0.79239  -0.73000  1.12349
H  0.35010  -1.50898  -0.41807
H  -2.16813  -2.06814  -0.28611
H  -3.03178  -1.28165  -1.39765
O  -2.84125  -2.15846  -1.04026
H  0.30184  -2.94496  1.97130
H  -0.99551  -2.56315  1.35408
O  -0.56070  -3.39266  1.90295

Computed properties:
- gap between HOMO and LUMO (eV) = 6.1
- HOMO (eV) = 0.342
- total charge = -2
- E_LUMO (eV) = 6.47
- energy relative to the best compared isomer or geometry (same formula, charge and spin) (kJ/mol) = 50.7
- calculated total energy (eV) = -12530.2469



An isolated molecule of C23H28FN3O2, computed with ωB97M-V/def2-TZVPD.

Atoms and positions in Å:
C  3.30181  3.70650  -0.24643
O  2.98901  2.74758  0.73364
C  1.69929  2.34762  0.85965
C  1.43043  1.43477  1.88154
C  0.14479  0.99467  2.10576
C  -0.92553  1.42082  1.32135
C  -2.33510  0.91844  1.54549
N  -2.72314  -0.31302  0.87685
C  -2.07351  -1.52939  1.33179
C  -0.76419  -1.85360  0.60898
N  -1.00241  -1.89239  -0.82224
C  0.16779  -2.33004  -1.57692
C  1.32901  -1.38028  -1.55669
C  1.57150  -0.38983  -2.46418
N  2.69131  0.31538  -2.11339
C  3.20417  -0.21333  -0.96372
C  4.32715  0.14840  -0.23193
C  4.60106  -0.56937  0.91093
C  3.78557  -1.63135  1.31103
C  2.67823  -2.00148  0.58266
C  2.36471  -1.28474  -0.57275
C  -1.50175  -0.60902  -1.27794
C  -2.82441  -0.25699  -0.57855
C  -3.95190  -1.17609  -1.07518
C  -5.30963  -0.80924  -0.47111
O  -5.40234  -1.09276  0.90032
C  -0.62601  2.32589  0.31579
F  -1.62080  2.80205  -0.47209
C  0.65117  2.79717  0.06680
H  2.77110  4.64799  -0.07169
H  4.37354  3.87825  -0.16085
H  3.07148  3.34444  -1.25374
H  2.25214  1.09042  2.48761
H  -0.04277  0.30562  2.91586
H  -3.04002  1.69110  1.22241
H  -2.47899  0.75514  2.61867
H  -1.89430  -1.45159  2.40614
H  -2.77071  -2.35610  1.16445
H  -0.42532  -2.84287  0.92732
H  0.01129  -1.11699  0.87208
H  0.47159  -3.29798  -1.16975
H  -0.15866  -2.47767  -2.61115
H  1.02274  -0.13704  -3.35192
H  3.10438  1.05806  -2.65083
H  4.96161  0.96252  -0.54905
H  5.46378  -0.31286  1.50763
H  4.03879  -2.17426  2.21019
H  2.06596  -2.83312  0.89707
H  -1.67444  -0.67145  -2.35525
H  -0.76510  0.19258  -1.09797
H  -3.08862  0.77086  -0.85041
H  -3.71172  -2.21219  -0.84093
H  -4.01812  -1.08159  -2.15978
H  -6.10207  -1.38779  -0.95473
H  -5.50721  0.26022  -0.65205
H  -4.59282  -0.73754  1.30370
H  0.78620  3.50747  -0.73248

Computed properties:
- gap between HOMO and LUMO (eV) = 8.4
- HOMO (eV) = -7.885
- E_LUMO (eV) = 0.48
- energy relative to the best compared isomer or geometry (same formula, charge and spin) (kJ/mol) = 165.4
- calculated total energy (eV) = -35588.1134
- SMILES string = COc1ccc(CN2CCN(Cc3c[nH]c4ccccc34)C[C@H]2CCO)c(F)c1



An isolated molecule of C2H5N3OS at a distorted geometry, computed with ωB97M-V/def2-TZVPD.

Atoms and positions in Å:
N  -0.20221  1.39255  -1.52085
N  -1.33293  0.62259  -1.32962
C  -1.30178  -0.24243  -0.33767
C  -0.00939  -0.45654  0.51010
S  -0.26322  -0.74563  2.13139
N  1.25471  -0.17465  0.00189
O  1.72554  -0.05327  -1.38122
H  -0.06444  2.22998  -0.77144
H  -0.29841  1.92870  -2.43579
H  -2.32734  -0.88762  -0.01020
H  2.01447  -0.18261  0.81119
H  0.91286  0.57805  -1.74076

Computed properties:
- gap between HOMO and LUMO (eV) = 8.0
- HOMO (eV) = -8.489
- E_LUMO (eV) = -0.45
- energy relative to the best compared isomer or geometry (same formula, charge and spin) (kJ/mol) = 538.2
- calculated total energy (eV) = -19503.3724
- SMILES string = N/N=C\C(=S)NO